C29H24Cl5F2IrN3O4 | the ωB97M-V functional and the def2-TZVPD basis

Total charge ... +1
Lowest unoccupied orbital energy ... -3.3 eV

Last column: Löwdin charge in e.
Atoms and positions in Å:
Ir1 -0.93484 0.47237 -0.19532  1.363
C1 0.18616 6.08586 3.19456  -0.065
C2 -0.08826 4.62405 2.88041  -0.183
N1 0.04464 4.31062 1.44820  -0.089
C3 1.28080 4.31599 0.88779  -0.224
C4 1.72545 3.90604 -0.32089  -0.279
C5 -0.59376 1.37227 1.48396  -0.420
O1 0.24801 1.45149 2.30070  0.129
O2 -0.60487 2.37327 -1.48515  -0.562
C6 -1.89492 1.92789 1.04525  -0.416
O3 -2.78748 1.04143 0.86900  -0.041
C7 -2.07326 3.32794 0.57037  -0.098
C8 -3.24943 3.54936 -0.14270  0.090
C9 -3.46035 4.74639 -0.78286  -0.177
F1 -4.62117 4.92711 -1.44398  0.081
C10 -2.50648 5.75652 -0.78798  -0.138
C11 -1.36539 5.54212 -0.02665  0.069
C12 -1.14113 4.36055 0.66558  -0.186
N2 -2.62100 6.95409 -1.53782  -0.108
C13 -2.63614 8.22675 -0.83771  -0.118
C14 -1.76678 9.20914 -1.64003  -0.068
N3 -1.70994 8.71195 -3.06134  0.052
C15 -3.06417 8.26140 -3.52441  -0.069
C16 -3.43900 6.99031 -2.74084  -0.127
H1 0.07697 6.26040 4.26519  0.084
H2 -0.52384 6.73474 2.67671  0.067
H3 1.19783 6.37755 2.91220  0.073
H4 -1.10920 4.36902 3.16307  0.131
H5 0.56868 3.95604 3.43806  0.124
H6 2.05189 4.72674 1.53579  0.125
H7 -3.98490 2.76013 -0.22186  0.147
H8 -0.58597 6.29526 -0.00418  0.136
H9 -2.22386 8.11152 0.16103  0.130
H10 -3.65730 8.61203 -0.72848  0.138
H11 -0.74135 9.24539 -1.27783  0.136
H12 -2.17641 10.21703 -1.66160  0.137
H13 -1.08416 7.90342 -3.08395  0.185
H14 -1.32802 9.42869 -3.67718  0.186
H15 -3.02449 8.08557 -4.59646  0.139
H16 -3.74395 9.08889 -3.33018  0.138
H17 -3.22737 6.10135 -3.33335  0.142
H18 -4.51357 7.01468 -2.54186  0.131
Cl1 4.41239 2.16197 -5.05826  0.699
C17 3.34759 1.49624 -3.88787  -0.707
C18 2.61288 2.32810 -3.06069  -0.660
Cl2 2.68217 4.03130 -3.24566  0.732
C19 1.76158 1.74596 -2.13190  -0.322
Cl3 0.87526 2.60222 -0.89162  1.144
C20 1.49650 0.37035 -2.03640  -0.399
O4 0.61035 -0.20622 -1.26371  -0.244
C21 2.27777 -0.44407 -2.88706  -0.590
Cl4 2.04392 -2.13629 -2.78518  0.800
C22 3.18864 0.10627 -3.77487  -0.682
Cl5 4.11145 -0.92458 -4.78467  0.726
F2 3.24773 -4.78486 0.28437  0.058
C23 2.20301 -3.94472 0.42348  -0.299
C24 1.01236 -4.24931 -0.19999  -0.029
C25 -0.05222 -3.36995 -0.05519  -0.051
C26 0.06373 -2.21532 0.71050  -0.312
C27 -1.09238 -1.28146 0.87699  -0.207
C28 1.28573 -1.94650 1.32774  -0.039
C29 2.36329 -2.80363 1.18735  0.000
H19 0.92817 -5.15503 -0.78506  0.122
H20 -0.99355 -3.59456 -0.54300  0.116
H21 -1.22371 -1.03475 1.93197  0.075
H22 -2.02490 -1.75141 0.54895  0.072
H23 1.39287 -1.04609 1.92287  0.110
H24 3.31497 -2.60638 1.66183  0.121

C29H24MgN6S | the ωB97M-V functional and the def2-TZVPD basis

Total charge ... +2
Lowest unoccupied orbital energy ... -6.1 eV

Last column: Löwdin charge in e.
Atoms and positions in Å:
Mg1 0.15305 -0.43243 0.23884  0.711
C1 -0.67634 -2.32398 3.04312  -0.009
C2 -1.80918 -2.04214 2.12068  -0.289
C3 -3.13033 -2.23419 2.53548  0.020
C4 -4.16213 -2.01144 1.64510  -0.001
C5 -3.84951 -1.64884 0.34144  0.021
C6 -2.51426 -1.49261 -0.00297  -0.216
N1 -1.52292 -1.64554 0.88712  0.098
C7 -2.07755 -1.17867 -1.36782  -0.209
C8 -2.83305 -1.42570 -2.51185  0.040
C9 -2.27000 -1.13388 -3.74705  0.009
C10 -0.98307 -0.62368 -3.81026  0.044
C11 -0.28063 -0.42956 -2.61685  -0.175
N2 -0.84476 -0.69589 -1.44869  0.064
C12 1.15195 -0.11406 -2.55597  -0.196
C13 1.84691 0.38431 -3.65088  0.018
C14 3.23340 0.39306 -3.61649  -0.003
C15 3.86282 -0.13914 -2.51291  0.018
C16 3.09957 -0.57132 -1.42027  -0.287
C17 3.79450 -1.18740 -0.26171  -0.056
N3 1.77093 -0.50442 -1.42431  0.109
H1 -0.86847 -3.25324 3.57463  0.104
H2 -0.57181 -1.53941 3.79177  0.092
H3 0.25371 -2.41396 2.48142  0.064
H4 -3.33396 -2.55689 3.54386  0.130
H5 -5.19015 -2.13471 1.94735  0.127
H6 -4.62989 -1.47752 -0.38072  0.122
H7 -3.81278 -1.87068 -2.45255  0.125
H8 -2.81801 -1.33689 -4.65597  0.131
H9 -0.53036 -0.43495 -4.76981  0.123
H10 1.33113 0.75474 -4.52066  0.121
H11 3.79884 0.76545 -4.45513  0.128
H12 4.93582 -0.23266 -2.48701  0.131
H13 4.57950 -1.85043 -0.62078  0.102
H14 3.09269 -1.75495 0.34632  0.041
H15 4.26909 -0.41730 0.34536  0.073
N4 0.60643 1.54187 3.91900  0.150
C18 1.81305 1.31013 4.60613  -0.233
C19 2.05006 1.94181 5.81397  0.000
C20 3.23285 1.70408 6.50599  -0.047
C21 4.18761 0.85700 5.97818  -0.050
C22 3.96047 0.23231 4.75640  -0.078
C23 2.77618 0.45468 4.08834  -0.411
S1 2.47879 -0.38168 2.53607  1.046
N5 1.03221 0.27479 1.98443  -0.311
C24 0.30179 1.08240 2.68235  -0.334
C25 -0.97079 1.51077 2.09639  -0.181
C26 -1.94596 2.18040 2.84119  0.031
C27 -3.11119 2.58364 2.21694  -0.002
C28 -3.26628 2.31092 0.86483  0.003
C29 -2.25874 1.62096 0.20861  -0.090
N6 -1.14567 1.21851 0.80288  0.071
H16 0.02036 2.23940 4.34915  0.136
H17 1.31277 2.62183 6.21562  0.122
H18 3.39703 2.18778 7.45715  0.119
H19 5.11276 0.67371 6.50111  0.119
H20 4.69634 -0.42908 4.32748  0.116
H21 -1.82779 2.37332 3.89632  0.120
H22 -3.87353 3.10236 2.77631  0.129
H23 -4.15075 2.62338 0.33700  0.124
H24 -2.35106 1.39064 -0.84368  0.124

C29H24N5O12P | the ωB97M-V functional and the def2-TZVPD basis

Total charge ... 0
Structure (SMILES) ... N=P(O)(O)C1=CC(=O)c2ccc(CON=O)cc2C1=O.O=[N+]([O-])c1ccccc1.O=[N+]([O-])c1ccccc1.O=[N+]([O-])c1ccccc1
Lowest unoccupied orbital energy ... -2.0 eV

Last column: Löwdin charge in e.
Atoms and positions in Å:
N1 -4.84329 -4.86746 -3.51364  -0.233
P1 -5.06609 -4.67506 -1.88897  0.737
O1 -5.95685 -3.17901 -1.70877  -0.259
O2 -5.94691 -6.06368 -1.25617  -0.229
C1 -3.30560 -4.47941 -1.15029  -0.137
C2 -2.87475 -3.05328 -0.85829  0.039
C3 -1.33466 -2.79503 -0.25918  -0.203
O3 -1.07691 -1.83492 0.63311  -0.032
C4 -0.18211 -3.83747 -0.87642  -0.027
C5 1.35991 -3.38651 -1.20308  0.019
C6 2.39692 -4.51733 -1.86588  0.011
C7 1.87831 -6.06927 -2.19673  -0.096
C8 2.96530 -7.10767 -2.90158  -0.139
O4 4.30386 -6.71277 -2.38281  -0.165
N2 4.33630 -6.99630 -1.05001  -0.037
O5 4.84901 -6.05730 -0.43437  0.025
C9 0.31454 -6.55523 -1.85578  0.059
C10 -0.65965 -5.40616 -1.20563  -0.022
C11 -2.25997 -5.75324 -0.86495  -0.182
O6 -2.66637 -6.94250 -0.36939  -0.028
H1 -5.30109 -4.08384 -4.03141  -0.029
H2 -5.63391 -2.55780 -2.44191  0.076
H3 -6.59661 -6.29720 -1.98858  0.085
H4 -3.58266 -2.12919 -1.07648  0.125
H5 1.70330 -2.27047 -0.96221  0.113
H6 3.49346 -4.15829 -2.12637  0.104
H7 2.69070 -8.19024 -2.53325  0.136
H8 2.89127 -6.98618 -4.08514  0.156
H9 -0.06662 -7.65654 -2.11093  0.124
C12 -1.52954 3.16268 -1.88240  -0.067
C13 -1.50431 2.60841 -3.16314  -0.060
C14 -2.56444 1.81316 -3.60255  -0.003
C15 -3.65193 1.58220 -2.74886  -0.151
C16 -3.67630 2.13107 -1.45982  0.004
C17 -2.60897 2.92239 -1.03052  -0.056
N3 -4.78117 0.76806 -3.21415  -0.332
O7 -4.71353 0.28447 -4.35401  0.054
O8 -5.73887 0.61439 -2.44264  0.052
H10 -0.70322 3.78671 -1.54629  0.091
H11 -0.65884 2.79902 -3.82071  0.109
H12 -2.52976 1.38854 -4.60347  0.118
H13 -4.51167 1.95586 -0.78513  0.119
H14 -2.61993 3.35547 -0.03274  0.097
C18 0.59651 1.59950 4.99820  -0.062
C19 -0.30670 2.65680 5.11847  -0.063
C20 -0.62075 3.43900 4.00540  -0.004
C21 -0.02519 3.14933 2.77002  -0.152
C22 0.88776 2.09332 2.64816  -0.004
C23 1.19612 1.31985 3.76902  -0.071
N4 -0.37058 3.95190 1.59060  -0.312
O9 -1.16785 4.88932 1.74323  0.056
O10 0.15125 3.64382 0.50948  0.041
H15 0.83396 0.98888 5.86765  0.112
H16 -0.76877 2.86947 6.08015  0.109
H17 -1.32661 4.25935 4.11558  0.118
H18 1.36109 1.86056 1.69657  0.122
H19 1.90130 0.49600 3.68398  0.115
C24 4.33253 7.31161 1.68735  -0.071
C25 5.58739 6.70053 1.69281  -0.067
C26 5.74995 5.44106 2.27307  0.000
C27 4.64301 4.79767 2.84360  -0.139
C28 3.38372 5.41218 2.84635  0.003
C29 3.23407 6.67312 2.26557  -0.062
N5 4.80209 3.46261 3.43248  -0.316
O11 5.93594 2.96055 3.42747  0.067
O12 3.79334 2.91240 3.89695  0.055
H20 4.20952 8.29126 1.22871  0.109
H21 6.43902 7.20512 1.24151  0.109
H22 6.73438 4.97820 2.26916  0.119
H23 2.51719 4.92634 3.29000  0.111
H24 2.25994 7.15715 2.25997  0.110

C29H25Br3F9NO7P3Re | the ωB97M-V functional and the def2-TZVPD basis

Total charge ... +3
2S+1 ... 2
Lowest unoccupied orbital energy (alpha / beta) ... -12.7 / -12.2 eV

Last column: Mulliken spin population.
Atoms and positions in Å:
Re1 -0.59612 1.55354 0.48927  0.954
Br1 1.79188 1.86694 3.94947  -0.002
C1 0.04068 2.61914 3.83557  0.003
Br2 -1.19342 1.36104 2.96187  0.021
H1 0.05058 3.51074 3.20947  -0.001
H2 -0.34132 2.80504 4.83967  -0.002
C2 3.03228 4.40064 -1.44513  0.000
C3 2.33468 3.84524 -0.22933  0.000
O1 2.65878 4.43644 1.00387  0.000
P1 2.68798 2.07084 0.12067  0.007
O2 4.04278 1.95944 0.87297  -0.001
O3 2.91998 1.26844 -1.20403  0.000
O4 1.56358 1.43184 0.88417  0.021
P2 0.48078 3.84174 -0.40283  0.010
O5 0.00698 5.04594 -1.28853  0.000
O6 -0.18122 3.78094 0.94627  0.015
O7 0.09898 2.56204 -1.17073  -0.002
H3 4.09718 4.16944 -1.42393  0.000
H4 2.93198 5.48484 -1.50093  0.000
H5 2.60098 3.97444 -2.34963  0.000
H6 2.92248 5.36484 0.90637  0.000
H7 4.15288 2.34264 1.74677  0.000
H8 3.80588 1.29964 -1.57443  0.000
H9 0.07398 5.94764 -0.96863  -0.002
F1 -3.90162 -5.79836 -2.30083  0.000
C4 -4.39792 -5.11486 -1.27003  0.000
F2 -4.63582 -5.96596 -0.27913  0.000
F3 -5.55782 -4.57796 -1.64713  0.000
C5 -3.42132 -4.02226 -0.84333  0.000
C6 -2.46232 -4.30216 0.11817  0.001
C7 -1.52352 -3.33616 0.44027  -0.005
C8 -1.57192 -2.08406 -0.16893  -0.018
C9 -2.53802 -1.81236 -1.13763  0.018
C10 -3.46962 -2.78016 -1.46653  0.008
P3 -0.27562 -0.83216 0.12627  -0.005
C11 0.72198 -1.06946 -1.38293  -0.043
C12 1.49218 -2.22746 -1.46903  -0.005
C13 2.20208 -2.49436 -2.62863  0.000
C14 2.11178 -1.61746 -3.69933  0.000
C15 1.33708 -0.46766 -3.61783  0.011
C16 0.62788 -0.19646 -2.45983  0.007
C17 2.89068 -1.87896 -4.98383  0.000
F4 4.00398 -1.12766 -4.97513  0.000
F5 2.18448 -1.52736 -6.05403  0.000
F6 3.24668 -3.14836 -5.10413  0.000
C18 0.61428 -1.41336 1.60347  0.037
C19 -0.14612 -1.77396 2.72057  -0.002
C20 0.47718 -2.09636 3.91337  -0.004
C21 1.86148 -2.01826 3.99097  0.002
C22 2.62568 -1.68126 2.88257  0.001
C23 2.00298 -1.37756 1.68307  -0.007
C24 2.56508 -2.30286 5.30957  0.000
F7 1.74958 -2.13016 6.34667  0.000
F8 3.60498 -1.47996 5.46897  0.000
F9 3.01618 -3.55316 5.34197  0.000
H10 -2.43422 -5.26496 0.60667  0.000
H11 -0.76152 -3.58526 1.16237  0.001
H12 -2.54162 -0.84986 -1.62953  0.002
H13 -4.22472 -2.58006 -2.20873  0.000
H14 1.54258 -2.91986 -0.64083  -0.001
H15 2.80478 -3.38926 -2.69703  0.000
H16 1.26888 0.19964 -4.46253  0.001
H17 0.02688 0.69884 -2.40293  -0.016
H18 -1.22662 -1.78316 2.66927  0.002
H19 -0.10632 -2.37606 4.77917  0.000
H20 3.70148 -1.64476 2.96197  0.000
H21 2.59868 -1.11246 0.82387  -0.001
Br3 -6.26462 -0.09446 -0.10613  -0.001
C25 -4.93772 1.24824 -0.30663  -0.002
C26 -5.24452 2.48424 -0.87603  0.002
C27 -4.21752 3.40264 -1.01413  0.001
C28 -2.93892 3.06124 -0.60543  0.004
N1 -2.64332 1.87194 -0.06103  -0.034
C29 -3.63432 0.98404 0.10137  0.010
H22 -6.25112 2.71924 -1.18783  0.000
H23 -4.40952 4.37734 -1.43643  0.000
H24 -2.13342 3.77454 -0.71293  0.008
H25 -3.39082 0.04304 0.57737  0.003